{
  "formula": "C32H43BBrFN5O6SiSn",
  "method": "ωB97M-V/def2-TZVPD",
  "fmax_ev_per_a": 1.4,
  "multiplicity": 1,
  "de_lowest_ev": 0.000,
  "charge": 1,
  "lumo_energy_ev": -2.95,
  "elements": ["Sn", "N", "C", "C", "C", "C", "N", "C", "N", "N", "C", "O", "O", "H", "H", "H", "H", "H", "H", "H", "H", "H", "H", "H", "H", "H", "H", "C", "Si", "C", "C", "N", "C", "C", "C", "C", "C", "C", "F", "H", "H", "H", "H", "H", "H", "H", "H", "H", "H", "H", "H", "H", "C", "C", "C", "C", "C", "C", "C", "C", "O", "B", "O", "C", "C", "H", "H", "H", "H", "H", "H", "H", "H", "H", "H", "H", "H", "Br", "C", "C", "C", "C", "C", "C", "C", "O", "O", "H", "H", "H", "H"],
  "xyz": [[0.5079, -1.1353, 0.0801], [1.9711, -2.4342, 1.9383], [1.7664, -1.8454, 3.2576], [2.9049, -2.2515, 4.2083], [2.7539, -1.8424, 5.6750], [1.4194, -2.2779, 6.2794], [0.4032, -1.3370, 5.8595], [-0.8923, -1.4802, 5.9588], [-1.6719, -0.5285, 5.4262], [-1.4572, -2.5308, 6.5813], [1.5760, -0.3095, 3.0835], [1.2165, 0.3399, 4.0860], [1.7348, 0.1517, 1.9431], [2.0078, -3.4447, 2.0299], [2.8940, -2.1477, 1.6083], [0.8050, -2.2223, 3.6181], [3.8424, -1.8381, 3.8294], [2.9880, -3.3427, 4.1653], [2.8392, -0.7619, 5.7812], [3.5749, -2.2961, 6.2332], [1.4910, -2.2981, 7.3720], [1.1719, -3.2877, 5.9340], [0.7703, -0.5532, 5.2175], [-1.2285, 0.1475, 4.8176], [-2.6595, -0.6716, 5.3109], [-0.9030, -3.1068, 7.1903], [-2.4517, -2.5510, 6.7217], [1.5619, -4.4926, -0.4333], [0.2733, -4.1704, -1.7982], [1.2345, -4.4770, -3.4202], [-1.1533, -5.3782, -1.3893], [-0.2359, -2.5011, -1.6517], [-1.0773, -2.0125, -2.6226], [-1.6289, -2.7647, -3.6736], [-2.4444, -2.2017, -4.6326], [-2.7758, -0.8568, -4.6013], [-2.2644, -0.0750, -3.5798], [-1.4489, -0.6640, -2.6449], [-0.9371, 0.1480, -1.6235], [2.1055, -5.4045, -0.6478], [1.0747, -4.6198, 0.5281], [2.2824, -3.6775, -0.3754], [1.2604, -5.5292, -3.6835], [2.2633, -4.1454, -3.3119], [0.8171, -3.9411, -4.2650], [-0.7952, -6.4008, -1.3525], [-1.9729, -5.3448, -2.0969], [-1.5694, -5.1448, -0.4123], [-1.4053, -3.8136, -3.7452], [-2.8214, -2.8249, -5.4290], [-3.4120, -0.4274, -5.3567], [-2.4832, 0.9789, -3.5043], [-3.7661, 8.5274, 0.1506], [-2.9504, 7.9961, -1.0408], [-2.0538, 9.1146, -1.5825], [-3.9160, 7.5700, -2.1521], [-2.1198, 6.8217, -0.5474], [-0.8718, 7.0410, 0.0410], [-0.0919, 6.0215, 0.5622], [-0.6144, 4.7489, 0.5070], [-0.0963, 3.5648, 0.9733], [-1.0308, 2.6260, 0.6571], [-2.1247, 3.1530, 0.0289], [-1.8595, 4.5047, -0.0725], [-2.6201, 5.5202, -0.6130], [-4.4203, 9.3311, -0.1793], [-3.1157, 8.9142, 0.9333], [-4.3867, 7.7384, 0.5721], [-2.6728, 9.9174, -1.9723], [-1.4225, 8.7424, -2.3858], [-1.4200, 9.5411, -0.8105], [-4.3620, 8.4522, -2.6026], [-4.7238, 6.9610, -1.7562], [-3.3880, 7.0173, -2.9252], [-0.4743, 8.0402, 0.1067], [0.8804, 6.2107, 0.9834], [-3.5718, 5.2898, -1.0566], [0.1106, 4.8806, 5.3247], [-1.1352, 3.6945, 4.5327], [-2.4927, 3.8824, 4.7505], [-3.3931, 2.9790, 4.2099], [-2.9454, 1.9260, 3.4274], [-1.5824, 1.7828, 3.1729], [-0.6635, 2.6603, 3.7385], [-1.1612, 0.7696, 2.1612], [-1.1174, -0.4254, 2.3531], [-0.9071, 1.2653, 0.9650], [-2.8346, 4.7194, 5.3399], [-4.4487, 3.1017, 4.3945], [-3.6406, 1.2227, 2.9924], [0.3957, 2.5315, 3.5754]],
  "mulliken_charge": [1.19, -0.29, -0.07, -0.98, -1.15, -0.85, -0.07, 0.76, -0.17, -0.41, 0.68, -0.82, -0.90, 0.29, 0.37, 0.29, 0.45, 0.39, 0.34, 0.48, 0.60, 0.46, 0.12, -0.10, 0.28, 0.24, 0.21, -1.07, 0.11, -1.20, -1.12, 0.15, 0.18, -0.16, -1.17, -0.46, -0.93, 0.48, 0.00, 0.46, 0.13, 0.23, 0.39, 0.33, 0.44, 0.37, 0.38, 0.30, 0.42, 0.40, 0.41, 0.50, -1.62, 2.16, -1.81, -1.91, 0.69, -0.35, -1.86, 0.84, -0.41, 1.37, -0.52, 0.51, -1.25, 0.41, 0.38, 0.38, 0.46, 0.42, 0.38, 0.46, 0.33, 0.43, 0.24, 0.52, 0.43, -0.13, -0.36, -0.30, -1.16, 0.13, -0.60, 0.71, 0.26, -0.71, -0.58, 0.48, 0.45, 0.59, 0.67]
}

=====

{
  "formula": "C32H43BN8O2S4W",
  "method": "ωB97M-V/def2-TZVPD",
  "fmax_ev_per_a": 1.0,
  "multiplicity": 3,
  "charge": 2,
  "lumo_energy_ev": [-6.31, -6.39],
  "elements": ["W", "C", "C", "C", "C", "N", "C", "C", "N", "B", "N", "C", "C", "N", "C", "S", "C", "C", "C", "C", "N", "C", "C", "N", "C", "S", "C", "C", "C", "C", "C", "S", "H", "H", "H", "H", "H", "H", "H", "H", "H", "H", "H", "H", "H", "H", "H", "H", "H", "H", "H", "H", "H", "H", "H", "H", "H", "H", "H", "H", "H", "H", "H", "H", "H", "H", "S", "C", "N", "C", "C", "C", "N", "H", "H", "H", "H", "O", "C", "O", "C", "C", "C", "C", "C", "C", "H", "H", "H", "H", "H"],
  "xyz": [[-0.0849, 0.4835, -0.7445], [3.5380, 2.6631, 1.3094], [4.6256, 1.5925, 1.2339], [5.6457, 1.8523, 2.3396], [5.3553, 1.5906, -0.1077], [3.9975, 0.2397, 1.4669], [4.2949, -0.5772, 2.5391], [3.5150, -1.6716, 2.4422], [2.7330, -1.5402, 1.3147], [1.6522, -2.6233, 1.0466], [0.3603, -2.3488, 1.8534], [-0.3803, -3.3956, 2.3486], [-1.4683, -2.8815, 2.9515], [-1.3982, -1.5042, 2.8385], [-0.2831, -1.2071, 2.1411], [0.2952, 0.3638, 1.6500], [-2.5161, -0.6515, 3.3931], [-2.1463, 0.8197, 3.5342], [-2.8608, -1.1893, 4.7836], [-3.6961, -0.7967, 2.4339], [1.4060, -2.8843, -0.4775], [2.3635, -3.5936, -1.1697], [1.8859, -3.8451, -2.4017], [0.6258, -3.2756, -2.4876], [0.3683, -2.6785, -1.3040], [-1.0445, -1.7504, -0.8320], [-0.3332, -3.6129, -3.6020], [-1.1142, -2.3874, -4.0713], [-1.2796, -4.6875, -3.0736], [0.4721, -4.1430, -4.7879], [3.0402, -0.3692, 0.7368], [2.3709, 0.2558, -0.7418], [4.0075, 3.6433, 1.2274], [3.0199, 2.6125, 2.2685], [2.8077, 2.5702, 0.5087], [6.0967, 2.8251, 2.1530], [6.4481, 1.1141, 2.3373], [5.1824, 1.8898, 3.3258], [5.8608, 2.5480, -0.2316], [4.6787, 1.4570, -0.9475], [6.1107, 0.8040, -0.1313], [5.0377, -0.3320, 3.2718], [3.4554, -2.5406, 3.0722], [2.0970, -3.6531, 1.4711], [-0.0610, -4.4167, 2.2410], [-2.2676, -3.3804, 3.4640], [-1.2414, 0.9608, 4.1251], [-2.9679, 1.3038, 4.0628], [-2.0288, 1.3097, 2.5733], [-1.9834, -1.1839, 5.4311], [-3.2770, -2.1945, 4.7635], [-3.6139, -0.5406, 5.2280], [-3.4276, -0.4127, 1.4474], [-4.5419, -0.2227, 2.8125], [-4.0094, -1.8361, 2.3329], [3.2899, -3.8861, -0.7080], [2.3309, -4.3894, -3.2106], [-1.8236, -2.0370, -3.3285], [-1.6685, -2.6702, -4.9663], [-0.4299, -1.5781, -4.3299], [-1.8597, -4.3125, -2.2287], [-0.7262, -5.5717, -2.7559], [-1.9731, -4.9826, -3.8610], [1.2591, -3.4459, -5.0798], [-0.2017, -4.2661, -5.6337], [0.9108, -5.1198, -4.5895], [0.9190, 0.8107, -3.1272], [-0.6326, 1.3456, -3.4855], [-1.0112, 2.0384, -4.5826], [-2.3039, 2.3941, -4.7799], [-3.2385, 2.0768, -3.8390], [-2.7970, 1.4190, -2.6822], [-1.5364, 1.0605, -2.5312], [-0.3025, 2.2961, -5.2597], [-2.5243, 2.9337, -5.6901], [-4.2736, 2.3496, -3.9705], [-3.4648, 1.1839, -1.8628], [-1.8232, 1.4910, 0.0168], [-1.2635, 2.6487, -0.0402], [-0.0793, 2.6735, -0.5020], [-1.9682, 3.8551, 0.3938], [-3.2624, 3.7567, 0.9054], [-3.9230, 4.8998, 1.3176], [-3.2926, 6.1355, 1.2213], [-2.0020, 6.2332, 0.7148], [-1.3356, 5.0939, 0.3003], [-3.7342, 2.7857, 0.9859], [-4.9250, 4.8338, 1.7190], [-3.8100, 7.0279, 1.5475], [-1.5178, 7.1978, 0.6492], [-0.3279, 5.1465, -0.0896]],
  "lowdin_spin": [1.64, 0.00, 0.00, 0.00, 0.00, 0.00, 0.00, 0.00, 0.00, 0.00, 0.00, 0.00, 0.00, 0.00, 0.01, 0.01, 0.00, 0.00, 0.00, 0.00, 0.01, 0.00, 0.01, 0.00, 0.03, 0.10, 0.00, 0.00, 0.00, 0.00, 0.01, 0.05, 0.00, 0.00, 0.00, 0.00, 0.00, 0.00, 0.00, 0.00, 0.00, 0.00, 0.00, 0.00, 0.00, 0.00, 0.00, 0.00, 0.00, 0.00, 0.00, 0.00, 0.00, 0.00, 0.00, 0.00, 0.00, 0.00, 0.00, 0.00, 0.00, 0.00, 0.00, 0.00, 0.00, 0.00, 0.00, 0.02, 0.00, 0.01, 0.00, 0.01, 0.00, 0.00, 0.00, 0.00, 0.00, 0.01, 0.02, 0.03, 0.00, 0.00, 0.00, 0.00, 0.00, 0.00, 0.00, 0.00, 0.00, 0.00, 0.00]
}

=====

{
  "formula": "C32H43Cl2N2OP3PbS",
  "method": "ωB97M-V/def2-TZVPD",
  "fmax_ev_per_a": 9.5,
  "multiplicity": 1,
  "charge": 2,
  "lumo_energy_ev": [-7.10, -6.86],
  "elements": ["P", "C", "C", "H", "C", "H", "C", "H", "C", "H", "C", "H", "C", "C", "H", "C", "H", "C", "H", "C", "H", "C", "H", "C", "C", "H", "C", "H", "C", "H", "C", "H", "C", "H", "Pb", "C", "C", "H", "C", "O", "H", "C", "H", "C", "Cl", "Cl", "P", "C", "H", "H", "H", "C", "H", "H", "H", "C", "H", "H", "H", "P", "C", "C", "H", "H", "H", "H", "H", "H", "C", "H", "H", "H", "H", "S", "C", "N", "C", "C", "N", "H", "H", "H", "H", "H", "H"],
  "xyz": [[1.3836, 1.4337, -3.0433], [3.0497, 1.4458, -2.5643], [3.7274, 0.8334, -3.6590], [3.1532, 0.1933, -4.3264], [5.0517, 1.1596, -3.8966], [5.5387, 0.7530, -4.7778], [5.7215, 1.9993, -2.9883], [6.7569, 2.2458, -3.1902], [5.0887, 2.4946, -1.8321], [5.6574, 3.1204, -1.1380], [3.7459, 2.2024, -1.5876], [3.2346, 2.5509, -0.6791], [0.6708, -0.1738, -3.2564], [1.2072, -1.4431, -2.9007], [2.0534, -1.5050, -2.1944], [0.6759, -2.5936, -3.4540], [1.0988, -3.5913, -3.2274], [-0.4060, -2.5128, -4.3593], [-0.8016, -3.4011, -4.8339], [-0.9980, -1.2592, -4.6455], [-1.8341, -1.1818, -5.3518], [-0.5093, -0.1274, -4.0450], [-0.9536, 0.8604, -4.2405], [0.3393, 2.7841, -2.6535], [0.6288, 3.5374, -3.8262], [1.4104, 3.1586, -4.4857], [-0.1059, 4.6837, -4.1054], [0.1109, 5.2212, -5.0147], [-1.0911, 5.0880, -3.1765], [-1.6498, 5.9857, -3.4082], [-1.3366, 4.3749, -1.9885], [-2.0987, 4.7442, -1.2944], [-0.6171, 3.2042, -1.7080], [-0.7705, 2.6744, -0.7533], [0.1036, 0.2605, 2.9717], [-1.7485, -1.1312, 1.9322], [-2.1333, -1.2923, 0.6661], [-2.2517, -1.5996, 2.7953], [-1.3735, -0.6890, -0.5382], [-2.1990, 0.3404, -1.1408], [-1.6312, 0.9261, -1.6801], [-0.1494, -0.1421, -0.0379], [-0.9707, -1.4719, -1.2357], [0.6037, 0.0643, 1.0344], [-0.2980, -1.1817, 5.1273], [2.5269, 1.4361, 3.1224], [1.4699, -2.4059, 2.1945], [2.3449, -2.9513, 3.7061], [1.5953, -3.2846, 4.4347], [2.8596, -2.0736, 4.1201], [3.0567, -3.7461, 3.4385], [0.5236, -3.9023, 1.7411], [0.0743, -3.7639, 0.7487], [-0.2839, -4.0243, 2.4742], [1.1808, -4.7832, 1.7459], [2.8154, -2.4430, 0.9660], [3.3250, -1.4727, 0.9855], [2.4201, -2.6071, -0.0437], [3.5221, -3.2412, 1.2279], [-3.7064, -2.0893, 0.0822], [-4.3724, -3.1707, 1.3375], [-3.3502, -3.0241, -1.4149], [-4.4782, -2.6337, 2.2864], [-3.7238, -4.0407, 1.4820], [-5.3621, -3.5288, 1.0320], [-3.0393, -2.3642, -2.2325], [-4.2420, -3.5745, -1.7370], [-2.5545, -3.7501, -1.2172], [-4.9015, -0.8125, -0.3229], [-5.0743, -0.1777, 0.5515], [-5.8563, -1.2579, -0.6197], [-4.5187, -0.1964, -1.1412], [1.5195, 0.6735, 0.7637], [-1.5162, 2.5614, 2.8457], [-1.0681, 2.4491, 4.4859], [0.1780, 2.4958, 5.0232], [0.2063, 2.2119, 6.4453], [-1.2643, 1.8939, 6.7497], [-1.8983, 2.1916, 5.4874], [1.0536, 2.5577, 4.4717], [0.5251, 3.1092, 6.9820], [0.8804, 1.3766, 6.6721], [-1.6641, 2.5634, 7.5179], [-1.4004, 0.8457, 7.0356], [-2.8868, 1.9101, 5.2835]],
  "mulliken_charge": [0.12, 1.26, -0.56, 0.42, -0.82, 0.43, -0.41, 0.43, -0.67, 0.43, -0.67, 0.46, 0.58, 0.07, 0.48, -0.55, 0.45, -0.58, 0.47, -0.82, 0.47, -0.73, 0.38, 0.95, -0.66, 0.47, -0.76, 0.45, -0.52, 0.41, -0.72, 0.46, -0.04, 0.48, 1.40, -1.60, 0.85, 0.36, 1.78, -0.75, 0.05, -0.69, -0.34, -1.28, -0.49, -0.55, 0.88, -1.28, 0.36, 0.32, 0.47, -1.19, 0.17, 0.31, 0.47, -1.23, 0.34, 0.15, 0.50, 1.38, -1.28, -1.19, 0.41, 0.39, 0.43, 0.26, 0.49, 0.38, -1.29, 0.42, 0.46, 0.34, 0.27, -0.31, 0.01, -0.01, -0.50, -0.40, -0.05, 0.15, 0.36, 0.23, 0.31, 0.26, 0.27]
}